Entry 1:
168
Properties=species:S:1:pos:R:3:lowdin_charge:R:1 method="wB97M-V/def2-TZVPD" largest_force_ev_per_a=1.92 e_homo_ev=-8.06 energy_ev=-344241.9857 gap_ha=0.322 total_charge=-1
O 0.728 0.214 -3.767 0.114
C 0.440 0.170 -2.601 -0.369
O 1.273 0.137 -1.598 0.215
B 0.541 0.015 -0.325 -0.901
O -0.879 0.286 -0.707 0.171
C -0.991 0.302 -2.029 -0.384
O -2.006 0.442 -2.638 0.144
O 1.050 0.907 0.701 0.201
C 1.210 0.250 1.822 -0.342
O 1.554 0.714 2.865 0.105
C 1.031 -1.278 1.495 -0.360
O 0.640 -1.346 0.228 0.249
O 1.261 -2.171 2.239 0.158
C 2.912 1.843 -5.495 -1.566
Br 4.858 1.751 -5.621 0.560
Br 2.160 0.706 -6.864 0.599
Br 2.358 3.705 -5.708 0.561
H 2.626 1.398 -4.549 -0.052
C -3.852 1.102 0.765 -0.059
C -4.461 1.655 -0.354 -0.068
C -5.384 2.680 -0.319 0.007
C -5.670 3.238 0.926 -0.146
C -5.108 2.722 2.073 -0.003
C -4.255 1.613 1.998 -0.056
N -6.698 4.275 1.008 -0.345
O -7.359 4.492 0.005 0.073
O -6.941 4.784 2.091 0.069
H -3.126 0.319 0.605 0.083
H -4.242 1.161 -1.295 0.097
H -5.813 3.019 -1.247 0.105
H -5.383 3.061 3.060 0.118
H -3.912 1.172 2.925 0.098
C 5.186 -0.466 2.855 -0.070
C 4.124 -1.045 3.565 -0.047
C 4.312 -2.189 4.279 0.001
C 5.562 -2.838 4.273 -0.136
C 6.616 -2.234 3.632 0.008
C 6.422 -1.064 2.867 -0.048
N 5.672 -4.124 4.951 -0.351
O 4.742 -4.509 5.640 0.061
O 6.716 -4.727 4.884 0.087
H 5.132 0.469 2.307 0.043
H 3.128 -0.625 3.493 0.068
H 3.479 -2.715 4.729 0.092
H 7.634 -2.601 3.614 0.118
H 7.268 -0.663 2.329 0.103
C 0.897 -1.061 5.665 -0.044
C -0.299 -0.476 5.269 -0.051
C -1.468 -0.819 5.915 -0.014
C -1.405 -1.567 7.076 -0.144
C -0.211 -2.059 7.561 0.002
C 0.938 -1.855 6.801 -0.073
N -2.704 -1.901 7.718 -0.342
O -2.685 -2.528 8.759 0.071
O -3.721 -1.495 7.181 0.063
H 1.731 -0.936 4.986 0.080
H -0.295 0.143 4.383 0.098
H -2.387 -0.489 5.452 0.117
H -0.146 -2.753 8.387 0.120
H 1.849 -2.325 7.144 0.103
C -2.044 0.041 -5.891 -0.067
C -3.302 -0.505 -6.146 -0.048
C -3.996 -0.005 -7.232 -0.010
C -3.465 1.001 -8.032 -0.150
C -2.294 1.629 -7.633 0.007
C -1.507 1.079 -6.624 -0.069
N -4.160 1.501 -9.210 -0.366
O -3.890 2.622 -9.588 0.078
O -4.990 0.787 -9.726 0.078
H -1.438 -0.370 -5.092 0.085
H -3.612 -1.430 -5.688 0.083
H -4.937 -0.464 -7.512 0.118
H -1.805 2.466 -8.116 0.122
H -0.559 1.497 -6.323 0.056
C 2.533 4.288 1.553 -0.038
C 2.802 3.047 2.142 -0.032
C 4.114 2.587 2.176 -0.001
C 5.131 3.404 1.726 -0.138
C 4.879 4.660 1.162 0.004
C 3.568 5.096 1.121 -0.062
N 6.498 2.894 1.705 -0.325
O 7.400 3.700 1.579 0.089
O 6.678 1.699 1.828 0.046
H 1.513 4.603 1.373 0.085
H 2.044 2.387 2.544 0.075
H 4.271 1.691 2.762 0.093
H 5.696 5.214 0.724 0.121
H 3.343 6.039 0.639 0.114
C 4.429 0.548 -0.675 -0.034
C 3.455 1.528 -0.865 -0.054
C 3.760 2.684 -1.552 0.014
C 5.090 2.920 -1.928 -0.173
C 6.078 1.966 -1.743 -0.014
C 5.725 0.788 -1.113 -0.065
N 5.461 4.203 -2.518 -0.347
O 4.552 4.928 -2.893 0.046
O 6.632 4.535 -2.484 0.073
H 4.202 -0.374 -0.158 0.116
H 2.457 1.443 -0.466 0.080
H 3.090 3.534 -1.546 0.108
H 7.097 2.193 -2.022 0.122
H 6.465 0.016 -0.942 0.112
N 0.741 -5.934 -4.649 0.053
C 0.131 -5.059 -3.836 -0.148
C 0.165 -3.695 -4.087 -0.071
C 1.024 -3.160 -5.048 -0.063
C 1.664 -4.077 -5.870 -0.075
C 1.576 -5.436 -5.563 -0.163
H -0.404 -5.459 -2.986 0.087
H -0.358 -3.022 -3.415 0.094
H 1.052 -2.081 -5.098 0.077
H 2.368 -3.792 -6.642 0.096
H 2.032 -6.119 -6.270 0.097
N 0.326 -6.975 4.002 0.056
C 0.960 -5.993 3.340 -0.147
C 1.641 -4.959 3.958 -0.075
C 1.661 -4.918 5.331 -0.100
C 1.090 -5.970 6.038 -0.069
C 0.439 -6.980 5.343 -0.153
H 0.889 -6.011 2.261 0.106
H 1.984 -4.140 3.339 0.080
H 1.977 -4.048 5.885 0.066
H 1.097 -5.892 7.118 0.100
H -0.034 -7.810 5.849 0.097
N -5.485 5.777 -3.660 0.056
C -4.457 5.992 -2.812 -0.141
C -3.530 5.022 -2.442 -0.057
C -3.652 3.793 -3.072 -0.096
C -4.810 3.500 -3.751 -0.090
C -5.743 4.509 -3.995 -0.142
H -4.405 6.935 -2.282 0.102
H -2.708 5.356 -1.822 0.082
H -2.934 2.981 -3.054 0.093
H -4.872 2.489 -4.134 0.103
H -6.690 4.377 -4.501 0.101
N -2.784 -5.122 -1.964 0.062
C -3.242 -4.770 -3.172 -0.168
C -3.670 -3.504 -3.544 -0.072
C -3.752 -2.556 -2.539 -0.083
C -3.289 -2.845 -1.266 -0.058
C -2.819 -4.144 -1.054 -0.144
H -3.247 -5.569 -3.906 0.107
H -4.002 -3.292 -4.548 0.088
H -4.005 -1.521 -2.749 0.098
H -3.171 -2.114 -0.481 0.088
H -2.369 -4.360 -0.089 0.102
N -0.011 6.112 -0.827 0.055
C 0.319 5.321 -1.854 -0.138
C 0.133 3.946 -1.781 -0.058
C -0.494 3.403 -0.659 -0.050
C -0.919 4.258 0.353 -0.067
C -0.677 5.622 0.214 -0.173
H 0.665 5.768 -2.775 0.106
H 0.322 3.312 -2.640 0.100
H -0.631 2.332 -0.591 0.083
H -1.444 3.857 1.211 0.106
H -0.956 6.369 0.946 0.105
N -4.484 -2.439 3.817 0.069
C -4.445 -3.364 4.765 -0.157
C -3.286 -4.072 5.103 -0.069
C -2.140 -3.801 4.401 -0.075
C -2.160 -2.877 3.357 -0.061
C -3.357 -2.224 3.110 -0.152
H -5.376 -3.628 5.251 0.105
H -3.175 -4.765 5.926 0.108
H -1.217 -4.293 4.690 0.096
H -1.243 -2.658 2.826 0.089
H -3.425 -1.538 2.274 0.080

***

Entry 2:
88
Properties=species:S:1:pos:R:3:lowdin_charge:R:1 method="wB97M-V/def2-TZVPD" largest_force_ev_per_a=2.78 e_above_lowest_kcal_mol=8.37 e_homo_ev="-9.52 / -9.52" energy_ev=-82522.9998 spin_multiplicity=4 gap_ha="0.230 / 0.230" total_charge=+1
Er 0.622 0.459 0.292 1.440
C 0.403 2.587 2.328 -0.156
C 0.432 3.165 1.050 -0.210
C 1.677 2.975 0.483 -0.209
C 2.417 2.172 1.427 -0.210
C 1.624 1.921 2.534 -0.179
H -0.438 2.517 2.984 0.079
H -0.369 3.720 0.605 0.097
H 2.111 3.479 -0.329 0.079
H 3.444 1.901 1.373 0.077
H 1.973 1.327 3.315 0.077
C -2.368 0.727 2.811 -0.030
N -2.041 -0.623 3.196 -0.086
C -3.115 -1.388 3.696 -0.125
C -2.403 -2.553 4.323 -0.094
N -1.092 -2.530 3.678 -0.066
C -0.603 -3.748 3.085 -0.040
C -0.893 -1.313 3.056 -0.336
N 0.080 -0.916 2.259 0.007
C 1.367 -1.451 2.742 -0.205
C 2.021 -2.184 1.613 -0.212
N 2.388 -1.211 0.572 0.004
C 3.246 -1.607 -0.315 -0.370
N 4.066 -0.765 -1.024 -0.101
C 4.406 0.527 -0.538 -0.050
C 5.133 -1.557 -1.651 -0.110
C 4.403 -2.863 -1.851 -0.128
N 3.498 -2.889 -0.706 -0.069
C 2.567 -4.021 -0.703 -0.029
H -3.344 0.792 2.331 0.097
H -1.625 1.057 2.132 0.028
H -2.425 1.393 3.650 0.101
H -3.612 -1.765 2.813 0.115
H -3.815 -0.825 4.262 0.132
H -2.934 -3.487 4.123 0.130
H -2.252 -2.434 5.387 0.125
H -1.264 -4.568 3.109 0.074
H 0.397 -4.134 3.437 0.113
H -0.491 -3.593 2.008 0.088
H 1.253 -2.106 3.557 0.095
H 1.946 -0.634 3.104 0.089
H 1.286 -2.859 1.133 0.080
H 2.852 -2.832 1.819 0.121
H 5.117 1.039 -1.187 0.108
H 4.814 0.419 0.459 0.100
H 3.469 1.075 -0.502 0.036
H 5.976 -1.654 -0.956 0.135
H 5.492 -1.101 -2.549 0.116
H 5.080 -3.739 -1.807 0.137
H 3.771 -2.868 -2.780 0.142
H 2.351 -4.296 0.341 0.082
H 3.051 -4.819 -1.245 0.086
H 1.618 -3.887 -1.270 0.094
O -6.383 4.066 -2.184 0.127
N -5.995 2.994 -1.854 -0.349
O -6.641 2.062 -1.440 0.080
C -4.563 2.663 -2.014 -0.061
C -3.836 3.542 -2.724 0.055
C -2.448 3.550 -2.752 -0.113
C -1.683 4.593 -3.363 0.019
C -0.356 4.536 -3.164 -0.041
C 0.226 3.480 -2.443 -0.095
N -0.478 2.480 -1.963 0.111
C -1.801 2.529 -2.009 -0.136
C -2.554 1.534 -1.255 -0.107
N -1.873 0.633 -0.497 0.052
C -2.524 -0.327 0.151 -0.194
C -3.914 -0.479 0.073 0.006
C -4.600 0.556 -0.626 0.043
C -3.950 1.567 -1.327 -0.069
H -4.438 4.326 -3.167 0.139
H -2.132 5.363 -4.031 0.146
H 0.324 5.172 -3.727 0.119
H 1.325 3.254 -2.309 0.125
H -1.863 -1.066 0.662 0.101
H -4.439 -1.274 0.611 0.113
H -5.673 0.526 -0.626 0.101
N 1.995 0.455 -3.899 0.216
C 1.377 0.032 -2.758 -0.461
O 1.629 0.689 -1.712 -0.173
C 0.221 -0.935 -2.722 -0.210
C -0.092 -1.486 -1.320 -0.243
H 2.742 1.059 -3.688 0.098
H 2.099 -0.119 -4.698 0.102
H 0.333 -1.577 -3.694 0.132
H -0.637 -0.270 -2.946 0.108
H 0.495 -2.324 -1.048 -0.040
H -1.157 -1.838 -1.213 0.032

***

Entry 3:
59
Properties=species:S:1:pos:R:3:lowdin_charge:R:1 method="wB97M-V/def2-TZVPD" largest_force_ev_per_a=1.31 smiles="CCCCNC(=S)N(CCCN(C)C)Cc1cc2cc3c(cc2[nH]c1=O)OCO3" e_above_lowest_kcal_mol=24.41 e_homo_ev=-7.46 energy_ev=-45202.7646 gap_ha=0.274
C 3.464 2.970 -2.756 -0.116
H 4.378 3.479 -3.055 0.069
C 3.745 1.987 -1.627 -0.277
C 4.301 2.691 -0.393 -0.199
C 4.633 1.710 0.732 -0.233
N 3.452 1.042 1.226 0.001
C 3.150 -0.234 0.915 -0.785
N 1.965 -0.732 1.362 -0.110
C 1.481 -1.994 0.840 -0.215
H 0.673 -2.352 1.478 0.112
H 2.299 -2.720 0.861 0.081
C 0.964 -1.866 -0.596 -0.173
C 0.266 -3.151 -1.032 -0.214
N -0.994 -3.341 -0.323 -0.278
C -1.328 -4.742 -0.166 -0.109
H -2.250 -4.824 0.411 0.080
H -1.475 -5.259 -1.127 0.087
H -0.532 -5.243 0.382 0.082
C -2.076 -2.627 -0.967 -0.108
H -1.831 -1.569 -1.033 0.073
H -2.983 -2.733 -0.374 0.075
H -2.281 -3.002 -1.984 0.090
H 0.111 -3.139 -2.123 0.121
H 0.926 -3.990 -0.801 0.120
H 1.807 -1.670 -1.259 0.083
H 0.276 -1.020 -0.660 0.100
C 1.135 -0.076 2.354 -0.094
C -0.095 0.550 1.748 -0.099
C -1.286 -0.096 1.698 0.041
C -2.438 0.477 1.090 -0.153
C -2.309 1.753 0.507 -0.170
N -1.096 2.378 0.580 0.180
C 0.036 1.883 1.182 -0.395
O 1.049 2.571 1.217 0.040
H -1.006 3.305 0.180 0.168
C -3.392 2.382 -0.128 0.083
C -4.578 1.700 -0.149 -0.193
C -4.719 0.429 0.440 -0.195
C -3.678 -0.195 1.060 0.056
H -3.785 -1.165 1.515 0.130
O -6.007 0.001 0.271 0.040
C -6.671 1.023 -0.437 -0.148
O -5.766 2.079 -0.691 0.051
H -7.050 0.627 -1.392 0.143
H -7.516 1.400 0.161 0.143
H -3.294 3.356 -0.576 0.129
H -1.384 -1.084 2.124 0.130
H 0.828 -0.831 3.086 0.133
H 1.724 0.684 2.871 0.132
S 4.202 -1.218 0.084 0.681
H 2.674 1.678 1.399 0.086
H 5.091 2.250 1.569 0.116
H 5.330 0.947 0.379 0.058
H 5.210 3.234 -0.659 0.113
H 3.567 3.414 -0.027 0.107
H 4.457 1.232 -1.964 0.100
H 2.820 1.469 -1.361 0.098
H 3.060 2.453 -3.624 0.066
H 2.744 3.721 -2.436 0.068